35
Properties=species:S:1:pos:R:3:forces:R:3 method="wB97M-V/def2-TZVPD" e_lumo_ev=0.382 charge=0 energy_ha=-877.596915 homo_lumo_gap_ev=10.01
C -2.224 -1.693 1.592 0.53 0.80 -0.26
C -1.498 -1.449 0.225 0.83 0.03 1.29
C -1.662 -2.615 -0.751 -0.64 -0.33 0.27
C -1.939 -0.094 -0.368 1.39 0.11 -0.46
N -1.431 1.058 0.387 -0.73 0.16 0.85
C -0.232 1.711 0.402 0.31 -0.58 -1.15
O -0.058 2.649 1.134 0.04 0.85 0.93
C 0.935 1.303 -0.533 0.00 0.18 0.07
N 1.767 2.464 -0.942 -1.75 0.00 -1.65
C 1.850 0.357 0.226 -0.37 -0.44 1.02
C 2.922 -0.235 -0.712 -0.68 -1.66 2.18
C 4.033 -0.887 0.133 -0.27 -1.09 0.60
O 3.942 -1.292 1.265 -0.48 0.62 -0.58
O 5.202 -1.106 -0.504 -0.06 0.88 -1.62
C -3.413 0.090 -0.334 -0.68 0.90 -0.39
O -3.972 0.766 0.479 -0.51 0.12 0.94
O -4.080 -0.429 -1.356 3.40 -1.44 -1.20
H -2.299 -0.778 2.229 0.57 -0.65 -0.48
H -1.731 -2.497 2.132 0.02 0.03 0.16
H -3.258 -1.961 1.460 -0.51 -0.41 -0.37
H -0.393 -1.312 0.449 -1.32 -0.24 -0.27
H -2.730 -2.741 -0.987 0.29 -0.03 -0.03
H -1.316 -3.571 -0.328 -0.08 0.41 0.08
H -1.132 -2.489 -1.693 0.09 0.27 -0.03
H -1.615 -0.108 -1.433 -0.14 0.42 0.61
H -2.105 1.445 1.099 0.96 -0.62 -1.19
H 0.548 0.714 -1.387 0.17 0.70 -0.04
H 1.190 3.145 -1.517 1.01 -1.07 1.12
H 2.090 2.946 -0.119 -0.21 0.16 0.28
H 1.198 -0.429 0.728 1.20 0.65 -0.74
H 2.306 0.900 1.084 -0.12 -0.25 -0.60
H 2.430 -1.022 -1.324 0.58 0.40 0.12
H 3.392 0.489 -1.312 0.17 1.16 -0.97
H 5.138 -0.690 -1.400 0.31 -0.58 0.97
H -4.973 -0.322 -1.214 -3.36 0.57 0.57